(1)
The following is a quantum chemistry calculation of one molecule with the formula C10H11NO at a distorted geometry, from OMol25.

The total charge is 0. As for the SMILES: O=C1CCCN1c1ccccc1. The value obtained for the highest occupied orbital energy is -8.31 eV.

Each line ends with the natural charge from an NBO analysis.
CARTESIAN COORDINATES (ANGSTROEM)
H -3.614 -1.689 -0.355  0.22
H 3.905 0.793 1.112  0.24
H -4.464 0.807 -1.071  0.24
C -1.122 1.337 -0.753  -0.29
C -2.580 1.290 -1.073  -0.17
H 1.924 0.800 -0.935  0.18
C 2.575 -1.163 0.780  -0.52
H 1.417 1.882 0.497  0.23
C -0.594 0.122 -0.118  0.15
H -3.087 2.169 -1.369  0.19
C 2.740 0.384 1.058  -0.38
H 3.050 -1.306 -0.094  0.23
N 0.776 -0.071 0.180  -0.46
H -0.639 2.406 -0.945  0.24
O 0.798 -2.507 -0.078  -0.58
C -3.533 0.373 -0.615  -0.28
C -3.013 -0.753 -0.146  -0.19
C 1.652 0.906 0.138  -0.23
H 2.273 0.656 2.126  0.20
C 1.236 -1.419 0.285  0.71
C -1.539 -0.987 0.014  -0.27
H -1.026 -2.005 -0.183  0.28
H 2.863 -2.025 1.544  0.25

Cartesian forces (eV/Å) of the 6 atoms listed first:
0.7 0.9 1.2
-3.3 -1.0 -0.7
-0.1 -2.0 1.4
-2.4 -0.1 0.2
3.0 1.1 2.7
1.0 1.8 0.1

(2)
The following is a quantum chemistry calculation of one molecule with the formula C2H8NOP at a distorted geometry, from OMol25.

The total charge is 0. As for the SMILES: CN[P@H](C)=O. The value obtained for the highest occupied orbital energy is -10.02 eV.

Each line ends with the natural charge from an NBO analysis.
CARTESIAN COORDINATES (ANGSTROEM)
C -0.610 1.415 -0.933  -0.41
H -0.973 1.491 -1.946  0.22
O 1.734 -1.890 -0.315  -1.08
H -1.068 -0.312 1.298  0.22
H 0.604 -0.004 2.126  0.25
H -0.614 -1.767 -0.807  -0.12
H -0.214 2.325 -0.649  0.20
P 0.541 -1.059 -0.270  1.85
N 0.635 0.437 -1.143  -0.94
C -0.057 -0.675 1.495  -1.00
H -0.264 -1.614 1.985  0.25
H 1.450 0.754 -0.659  0.37
H -1.162 0.899 -0.182  0.19

Cartesian forces (eV/Å) of the 6 atoms listed first:
2.7 -3.4 -1.5
-0.9 0.0 0.2
1.2 -0.3 -0.2
0.1 0.6 0.5
-0.9 -0.7 -1.0
0.5 0.8 0.3

(3)
The following is a quantum chemistry calculation of a 6-piece molecular cluster, C34H42Cl2F40O9P3S overall at a distorted geometry, from OMol25.

The total charge is -1. The value obtained for the highest occupied orbital energy is -3.89 eV.

Each line ends with the Mulliken charge.
CARTESIAN COORDINATES (ANGSTROEM)
C 1.597 4.605 -4.657  0.08
H 4.644 6.572 4.399  0.41
H -2.601 -3.763 -5.334  0.27
C -2.350 -1.979 -6.548  1.02
O -1.496 -2.495 4.380  -0.48
H 2.097 2.270 4.990  0.33
F 4.941 8.142 6.672  -0.28
H 2.579 -0.324 4.924  0.40
H 0.140 -5.438 -7.715  0.16
H -4.382 -1.898 -5.732  0.35
F 5.499 -1.922 5.830  -0.31
F -0.142 3.350 -3.792  -0.31
C 2.401 8.911 4.397  0.83
H -3.581 1.308 4.072  0.61
H -1.934 -3.349 4.497  0.21
F 5.120 0.882 7.904  -0.21
F -3.771 -0.835 -3.721  -0.26
O -3.655 0.050 -5.784  -0.41
F -1.664 -6.126 -9.406  -0.32
F 2.549 -6.165 -11.347  -0.22
O 3.600 8.252 4.315  -0.41
H 1.120 4.611 -5.642  0.29
C -3.243 0.279 4.167  -0.84
C 5.695 -0.225 7.400  0.19
C 2.472 2.200 6.014  0.04
C -1.872 -2.960 -5.475  0.03
C 0.472 -6.098 -8.522  0.23
H 2.550 -5.091 -13.021  0.24
F 3.020 10.089 6.363  -0.22
C -3.591 0.291 -4.428  0.69
F 3.966 2.419 -5.617  -0.30
C -4.341 -5.462 3.344  -0.56
C -5.344 -4.407 3.778  -0.68
H 1.600 2.022 -5.601  0.42
H 2.715 5.797 7.349  0.07
H -5.288 -4.235 4.855  0.37
H -5.836 1.751 3.533  0.30
H -4.838 -6.441 3.389  0.38
H -1.356 -4.329 -10.797  0.41
S -4.101 -1.994 0.725  -0.21
C 4.259 7.003 6.414  0.85
H -5.435 -1.718 4.290  0.41
H -5.842 -0.235 1.408  0.40
H -4.130 -1.151 -7.280  0.43
Cl -0.073 -0.751 2.613  -0.30
Cl -1.737 2.328 2.042  -0.40
H -3.908 -2.641 4.436  0.54
F 2.249 7.737 7.470  -0.23
H 5.759 -0.980 8.187  0.22
H 3.233 10.903 4.560  0.23
H 1.673 -1.117 6.168  0.40
C -5.380 -0.009 2.371  -0.48
F 1.445 8.147 4.952  -0.28
C 4.030 1.649 -4.513  0.74
C 4.935 2.261 -3.439  0.21
F 1.781 -5.886 -8.761  -0.22
F 6.943 0.100 6.986  -0.26
C 2.548 10.256 5.113  0.18
O 2.787 1.358 -4.020  -0.41
F 6.137 2.558 -3.990  -0.26
H -3.213 -1.112 5.889  0.22
C -3.690 -1.268 -6.291  -0.86
C 1.617 1.987 -4.511  -0.52
H -4.741 -0.175 5.688  0.30
P -1.712 -2.022 2.784  0.58
F 3.779 6.797 8.706  -0.28
C -0.374 -5.880 -9.775  0.85
F 1.165 5.685 -3.967  -0.26
F -0.059 -6.790 -10.722  -0.28
C -4.597 -2.150 3.753  -1.15
H -2.094 -6.870 3.084  0.45
H -2.154 0.330 4.202  0.41
C 2.034 0.889 6.665  0.96
F 2.009 9.182 3.130  -0.30
H -6.952 0.303 3.797  0.28
F -2.259 1.182 -2.709  -0.28
C -3.660 -0.175 5.578  -1.53
F -1.209 0.282 -4.396  -0.21
C 1.807 -3.910 -11.365  0.83
H -0.235 -3.699 -9.633  0.47
F 1.336 10.852 5.197  -0.26
O -1.888 0.088 0.012  -0.08
C -0.785 -5.710 4.329  -1.20
C 2.493 -0.420 6.006  -0.76
P -2.924 0.769 1.133  0.47
O -3.182 -5.467 4.170  -0.40
F 2.380 0.882 7.976  -0.28
F 4.934 0.064 5.158  -0.27
O 3.615 -1.085 6.572  -0.41
C -2.021 -5.838 3.440  -0.18
H 5.075 1.554 -2.619  0.25
C 1.224 3.338 -3.884  0.91
F 1.693 3.403 -2.626  -0.28
F 1.966 3.239 6.730  -0.28
H -2.915 -2.491 0.363  0.14
C 3.806 7.000 4.946  -0.79
H -6.341 -4.816 3.588  0.42
F 5.143 5.973 6.544  -0.31
H -3.309 0.586 6.281  0.45
F 0.336 -7.380 -8.108  -0.27
F 4.021 -4.602 -11.756  -0.26
C -6.101 0.732 3.268  -1.02
F 3.816 2.341 6.003  -0.26
O -5.207 -3.235 3.013  -0.24
F 2.113 -3.617 -10.090  -0.27
F 2.001 -2.781 -12.088  -0.31
C 4.895 -0.770 6.213  0.80
P -3.663 -0.805 2.661  0.23
F 2.931 4.725 -4.810  -0.23
F -1.395 -1.063 -6.817  -0.27
H -4.078 -5.305 2.298  0.34
C -0.356 -4.474 -10.391  -0.79
H -0.060 -5.035 3.881  0.29
H -1.070 -5.298 5.294  0.29
F -0.694 -3.533 -5.843  -0.25
H -2.230 1.981 -4.534  0.17
C 3.192 6.772 7.484  0.36
F -4.609 1.121 -4.127  -0.31
C -2.296 1.008 -4.044  0.26
F -1.665 -2.339 -4.305  -0.15
O 0.489 -4.255 -11.509  -0.42
H -0.281 -6.660 4.478  0.35
F -2.529 -2.704 -7.696  -0.35
F 4.405 3.398 -2.953  -0.22
H 0.826 1.295 -4.233  0.19
C 2.737 -4.977 -11.951  0.18
H -2.281 0.360 -0.827  0.17
F 4.595 0.476 -4.883  -0.31
H -1.919 -5.169 2.582  0.28
H 2.969 6.320 4.782  0.42
F 0.677 0.891 6.617  -0.31

Cartesian forces (eV/Å) of the 6 atoms listed first:
-0.2 0.3 -0.1
0.1 0.0 0.0
-0.1 0.1 0.0
0.1 0.6 0.0
-0.1 0.5 0.1
0.0 -0.1 0.0

(4)
The following is a quantum chemistry calculation of a 2-piece molecular cluster, C4H11NS overall at a distorted geometry, from OMol25.

The total charge is 0. The value obtained for the highest occupied orbital energy is -7.34 eV.

Each line ends with the natural charge from an NBO analysis.
CARTESIAN COORDINATES (ANGSTROEM)
H 1.666 0.000 0.183  0.21
H -0.650 3.108 0.166  0.20
H -0.706 1.448 0.822  0.19
H -1.865 2.036 -0.421  0.21
H -0.121 2.336 -2.073  0.21
C -0.497 -2.120 0.707  -0.46
S -0.146 -0.053 -1.853  -0.41
H 1.088 1.817 -0.884  0.17
H 1.127 -2.089 -0.660  0.41
H 1.317 -0.645 1.841  0.20
C -0.826 2.056 -0.079  -0.61
H -0.571 -2.242 1.787  0.22
N 0.993 -2.007 0.344  -0.54
C 1.103 -0.714 0.776  0.06
H -0.777 -3.127 0.359  0.22
C 0.069 1.643 -1.251  -0.53
H -1.204 -1.447 0.237  0.25

Cartesian forces (eV/Å) of the 6 atoms listed first:
-0.2 0.0 -0.1
0.2 -0.1 0.1
0.0 -0.1 -0.2
0.0 -0.3 0.3
0.1 0.0 0.0
0.1 -3.8 0.1

(5)
The following is a quantum chemistry calculation of a 2-piece molecular cluster, C14H16O2 overall at a distorted geometry, from OMol25.

The total charge is 0. As for the SMILES: Cc1ccc(O)cc1.Cc1ccc(O)cc1. The value obtained for the highest occupied orbital energy is -8.27 eV.

Each line ends with the natural charge from an NBO analysis.
CARTESIAN COORDINATES (ANGSTROEM)
C -0.154 -1.109 0.750  -0.28
H 0.632 -0.419 1.026  0.23
C 2.200 1.456 -1.001  -0.06
H 2.364 2.405 2.293  0.23
H 0.440 1.857 -2.163  0.21
C 0.093 -2.401 0.350  0.30
C 2.812 1.663 0.237  -0.18
H -2.918 -3.174 -0.966  0.21
C 2.961 0.993 -2.205  -0.62
H -0.890 2.852 2.042  0.47
H 3.415 0.016 -2.018  0.22
C -1.485 -0.666 0.782  -0.13
C 0.891 1.863 -1.177  -0.18
H 3.784 1.598 -2.597  0.22
H 2.284 0.893 -3.037  0.21
C 2.085 2.226 1.262  -0.27
H -1.755 0.236 1.296  0.19
H -0.980 2.439 -0.164  0.21
C 0.082 2.310 -0.122  -0.30
C -3.911 -0.987 0.480  -0.63
O 0.056 2.872 2.235  -0.67
C -2.509 -1.476 0.303  -0.08
H -0.604 -4.075 -0.785  0.21
O 1.353 -2.903 0.545  -0.67
H 1.409 -3.784 0.217  0.47
H -4.499 -1.593 1.182  0.22
C 0.707 2.426 1.105  0.30
C -2.188 -2.674 -0.340  -0.19
H -4.576 -1.115 -0.387  0.21
H 3.819 1.362 0.431  0.22
H -4.019 0.071 0.709  0.21
C -0.897 -3.161 -0.283  -0.28

Cartesian forces (eV/Å) of the 6 atoms listed first:
-0.9 0.7 0.2
0.2 -0.3 0.3
0.5 1.1 -0.5
0.8 -0.1 -0.2
0.1 -0.3 0.0
0.4 -0.4 -0.3

(6)
The following is a quantum chemistry calculation of an isolated ion of composition C8H17FN2O2P and charge +1 at a distorted geometry, from OMol25.

The total charge is +1. The value obtained for the highest occupied orbital energy is -12.59 eV.

Each line ends with the natural charge from an NBO analysis.
CARTESIAN COORDINATES (ANGSTROEM)
C -0.577 -1.727 3.785  -0.73
C 0.788 0.097 -1.998  -0.31
F 0.116 -1.509 -0.553  -0.38
H -1.486 -2.400 3.933  0.26
H -0.973 2.806 -1.172  0.27
H 0.472 -0.655 -2.681  0.24
H 3.239 -0.927 -0.553  0.24
C -0.586 -0.712 2.650  0.65
C 2.452 -1.531 -0.913  -0.66
H -1.212 0.481 -3.600  0.21
H -0.354 -1.139 4.801  0.28
H 0.747 2.796 -1.140  0.23
H -2.171 -1.387 1.246  0.25
H 2.700 -1.927 -1.990  0.25
C -1.792 -0.436 1.749  -0.33
N -1.367 0.562 0.835  -0.97
H 2.234 -2.368 -0.220  0.25
H 0.526 2.046 1.578  -0.05
C -0.827 1.287 -3.076  -0.40
H -1.688 1.962 -2.877  0.20
O 1.380 0.300 0.280  -0.80
C 1.200 -0.669 -0.837  0.64
H 0.245 -2.371 3.586  0.26
H -0.016 1.764 -3.668  0.18
P 0.110 1.180 0.736  1.90
O 0.350 0.044 2.517  -0.56
H -2.034 0.653 -0.025  0.48
C -0.118 2.086 -0.848  -0.64
N -0.374 0.923 -1.784  -0.45
H 1.619 0.816 -2.160  0.20
H -2.603 -0.045 2.401  0.25

Cartesian forces (eV/Å) of the 6 atoms listed first:
-1.2 1.1 1.7
0.6 1.6 0.4
0.3 0.1 0.7
1.0 1.3 -0.5
0.9 -1.2 1.8
0.6 -0.2 -1.4

What are the gap between HOMO and LUMO values for these records? In order: 9.1, 10.9, 5.4, 5.5, 9.0, 9.5 eV.
What are the LUMO values for these records? In order: 0.77, 0.89, 1.52, -1.83, 0.74, -3.05 eV.
What are the M values for these records? In order: 161.2, 93.1, 1550.5, 105.2, 216.3, 223.2 g/mol.